No. 1
This record from the OMol25 dataset describes the molecule C5H8N2 at a distorted geometry. The level of theory is the ωB97M-V functional and the def2-TZVPD basis.

```
! RIJCOSX wB97M-V def2-TZVPD def2/J DEFGRID3
* xyz 0 1
C 1.643 0.615 -1.070
C 0.437 0.007 -0.681
C -0.260 0.654 0.551
C -1.705 0.128 0.316
N -1.774 -1.232 0.765
C -0.489 -1.516 1.012
N 0.660 -0.581 0.773
H 2.337 0.908 -0.124
H 2.026 1.500 -1.908
H 2.287 -0.195 -1.370
H -0.349 -0.531 -1.449
H -0.044 1.656 1.041
H -2.501 0.252 -0.545
H -2.309 0.640 1.111
H 0.039 -2.305 1.578
*
```

Values from the calculation:
Strongest force on any atom (eV Å⁻¹): 8.185
LUMO (eV): 1.050
SMILES string: C[C@@H]1[C@H]2CN=CN12
Energy above the lowest of the compared OMol25 structures with the same formula, charge and spin (kJ/mol): 511.5
Calculated total energy (eV): -8289.6950

***

No. 2
This record from the OMol25 dataset describes a cluster of 5 separate species, C22H39N2O12 in total at a distorted geometry. The level of theory is the ωB97M-V functional and the def2-TZVPD basis.

```
! RIJCOSX wB97M-V def2-TZVPD def2/J DEFGRID3
* xyz -1 1
C 1.021 -2.361 -0.865
C 0.530 -1.190 -1.517
C -0.175 0.226 -2.062
C -0.608 1.146 -0.745
N -0.842 0.264 0.496
C 0.588 2.215 -0.315
O 1.845 1.480 -0.012
N 2.677 1.541 -1.096
O 3.623 0.796 -0.799
C -1.929 2.015 -1.177
O -1.860 3.224 -1.785
O -3.266 1.415 -0.862
H 1.432 -3.057 0.013
H -1.165 0.023 -2.652
H 0.556 0.823 -2.754
H -1.518 -0.523 0.258
H -1.267 0.885 1.236
H 0.226 2.719 0.701
H 0.734 3.091 -1.079
O -2.521 1.235 2.636
C -3.689 1.484 2.922
O -4.687 0.685 2.481
C -6.058 0.780 2.907
C -6.805 1.824 2.098
C -4.039 2.726 3.688
H -6.124 0.954 3.985
H -6.508 -0.202 2.725
H -6.379 2.821 2.237
H -7.859 1.854 2.388
H -6.739 1.598 1.029
H -4.085 3.572 2.999
H -3.255 2.907 4.432
H -4.972 2.654 4.244
O -0.501 -0.888 -5.387
C -0.118 -2.030 -5.628
O 0.025 -2.929 -4.628
C 0.287 -4.331 -4.821
C 1.772 -4.585 -4.993
C 0.285 -2.423 -7.019
H -0.310 -4.733 -5.646
H -0.060 -4.838 -3.914
H 2.167 -4.083 -5.880
H 1.971 -5.656 -5.085
H 2.328 -4.194 -4.135
H 1.312 -2.098 -7.200
H -0.383 -1.921 -7.728
H 0.196 -3.489 -7.221
O 3.614 -3.058 -3.207
C 4.586 -2.590 -3.794
O 5.730 -3.305 -3.901
C 6.853 -2.930 -4.718
C 7.760 -1.964 -3.981
C 4.556 -1.187 -4.324
H 6.524 -2.545 -5.688
H 7.406 -3.853 -4.925
H 7.244 -1.032 -3.738
H 8.641 -1.725 -4.584
H 8.090 -2.398 -3.032
H 4.781 -0.492 -3.512
H 3.550 -0.983 -4.707
H 5.237 -1.013 -5.155
O -4.179 3.262 7.631
C -3.044 2.866 7.885
O -2.183 3.652 8.571
C -0.907 3.218 9.076
C 0.162 3.323 8.006
C -2.561 1.545 7.361
H -0.976 2.215 9.509
H -0.655 3.893 9.901
H -0.056 2.676 7.153
H 1.140 3.044 8.410
H 0.218 4.346 7.621
H -2.228 1.669 6.328
H -3.395 0.835 7.391
H -1.763 1.100 7.953
*
```

Values from the calculation:
Strongest force on any atom (eV Å⁻¹): 9.852
LUMO (eV): 2.191
Calculated total energy (eV): -50987.4996

***

No. 3
This record from the OMol25 dataset describes a structure of composition C30H64AlBCl24N2O3P at a distorted geometry. The level of theory is the ωB97M-V functional and the def2-TZVPD basis.

```
! RIJCOSX wB97M-V def2-TZVPD def2/J DEFGRID3
* xyz -1 1
C -4.077 3.459 -0.754
C -3.023 2.916 -1.016
Al -1.211 2.244 -1.644
C -0.374 1.248 -0.109
C -0.969 -0.160 0.106
N -0.086 -1.161 -0.548
B -0.061 3.959 -2.216
O -0.700 5.199 -2.347
O 1.298 3.889 -2.444
C 1.958 5.071 -2.897
C 1.708 5.377 -4.364
P -1.562 0.924 -3.578
N -3.259 0.897 -3.973
O -1.251 -0.727 -3.255
H -4.798 4.187 -0.460
H 0.719 1.189 -0.156
H -0.581 1.807 0.813
H -1.986 -0.226 -0.287
H -0.986 -0.360 1.184
H -0.622 -2.016 -0.659
H 0.673 -1.383 0.088
H -1.572 5.049 -2.722
H 1.757 5.942 -2.269
H 3.031 4.872 -2.796
H 2.109 4.588 -5.000
H 0.662 5.605 -4.557
H 2.270 6.288 -4.607
H -3.337 1.393 -4.850
H -3.798 1.339 -3.236
H -0.314 -0.850 -3.066
Cl -0.388 -1.854 2.863
C -1.323 -2.448 4.253
C -2.658 -1.758 4.368
Cl -2.484 -0.041 4.807
H -0.720 -2.305 5.147
H -1.475 -3.517 4.108
H -3.247 -2.234 5.151
H -3.218 -1.808 3.437
Cl -0.570 0.486 7.844
C 0.015 2.170 7.947
C -1.080 3.171 7.680
Cl -1.606 3.144 5.980
H 0.836 2.283 7.242
H 0.405 2.308 8.956
H -0.710 4.175 7.882
H -1.950 2.993 8.307
Cl 2.168 0.718 11.169
C 2.783 0.093 9.613
C 4.075 0.750 9.205
Cl 3.845 2.465 8.772
H 2.005 0.239 8.872
H 2.938 -0.977 9.741
H 4.474 0.251 8.324
H 4.818 0.700 9.997
Cl 1.363 -3.906 -1.627
C 1.014 -5.191 -0.445
C -0.389 -5.729 -0.577
Cl -1.624 -4.544 -0.085
H 1.196 -4.789 0.549
H 1.728 -5.993 -0.629
H -0.509 -6.597 0.070
H -0.603 -6.030 -1.601
Cl 1.883 1.336 3.591
C 2.485 3.007 3.757
C 1.420 4.031 3.455
Cl 0.962 4.047 1.739
H 3.343 3.118 3.098
H 2.824 3.122 4.786
H 1.795 5.026 3.696
H 0.520 3.853 4.040
Cl -2.782 -2.358 10.772
C -1.287 -2.096 11.707
C -0.052 -2.232 10.855
Cl 0.221 -3.914 10.324
H -1.280 -2.802 12.533
H -1.339 -1.087 12.113
H 0.823 -1.935 11.430
H -0.110 -1.604 9.969
Cl 3.009 2.234 -4.595
C 3.582 1.580 -6.150
C 4.943 2.104 -6.529
Cl 4.905 3.845 -6.934
H 2.839 1.825 -6.906
H 3.618 0.499 -6.044
H 5.305 1.583 -7.415
H 5.663 1.963 -5.730
Cl -2.786 -2.499 -6.967
C -2.878 -2.496 -5.176
C -2.008 -3.545 -4.552
Cl -2.602 -5.212 -4.867
H -3.923 -2.617 -4.901
H -2.547 -1.518 -4.844
H -1.999 -3.410 -3.473
H -0.985 -3.485 -4.915
Cl -4.925 2.972 1.643
C -5.025 2.306 3.298
C -5.767 3.209 4.251
Cl -4.870 4.713 4.601
H -4.010 2.116 3.640
H -5.546 1.352 3.224
H -5.912 2.702 5.205
H -6.742 3.486 3.857
Cl 8.133 0.227 -5.368
C 7.638 -0.928 -4.101
C 6.201 -1.356 -4.249
Cl 5.060 -0.033 -3.900
H 7.816 -0.462 -3.136
H 8.291 -1.794 -4.193
H 5.985 -2.155 -3.541
H 5.996 -1.721 -5.253
Cl 1.419 -7.470 -8.927
C 1.070 -7.725 -7.196
C 0.243 -6.611 -6.606
Cl 1.153 -5.083 -6.500
H 2.019 -7.834 -6.677
H 0.524 -8.664 -7.119
H -0.056 -6.871 -5.593
H -0.656 -6.427 -7.189
Cl -4.547 1.112 -7.233
C -3.573 0.575 -8.622
C -4.296 0.707 -9.936
Cl -5.660 -0.436 -10.080
H -3.275 -0.448 -8.406
H -2.676 1.195 -8.636
H -3.611 0.484 -10.752
H -4.686 1.712 -10.076
*
```

Values from the calculation:
Strongest force on any atom (eV Å⁻¹): 1.330
LUMO (eV): 1.420
Energy above the lowest of the compared OMol25 structures with the same formula, charge and spin (kJ/mol): 0.0
Calculated total energy (eV): -358376.8726

***

Look up the strongest force on any atom of the first one.
8.185 eV Å⁻¹